A single C7H8O molecule at a distorted geometry. Source: the Open Molecules 2025 dataset; level of theory: the ωB97M-V functional and the def2-TZVPD basis.

Each line ends with the natural charge from an NBO analysis.
Cartesian coordinates (Å):
C (-2.699, 0.343, -0.028)  -0.405
C (-1.893, 0.352, -1.103)  -0.200
C (-0.446, 0.456, -1.260)  -0.322
C (0.557, 0.209, -0.352)  0.351
C (0.523, -0.417, 0.997)  -0.502
C (2.018, -0.856, 1.141)  -0.302
C (2.662, -0.136, 0.257)  0.132
H (-3.745, 0.449, -0.344)  0.197
H (-2.474, 0.206, 0.991)  0.193
H (-2.347, 0.625, -2.003)  0.194
H (-0.215, 0.738, -2.287)  0.221
H (0.285, 0.405, 1.734)  0.233
H (-0.214, -1.219, 1.072)  0.240
H (2.377, -1.671, 1.744)  0.233
H (3.720, 0.036, 0.138)  0.204
O (1.892, 0.480, -0.697)  -0.468

Calculated values
HOMO-LUMO gap, eV: 8.813
Energy relative to the best compared isomer or geometry (same formula, charge and spin), kcal/mol: 62.77
E_HOMO, eV: -7.90
SMILES: C=C/C=C1\CC=CO1

2 unconnected molecules or ions with the total composition C7H8O2S2 at a distorted geometry. Source: the Open Molecules 2025 dataset; level of theory: the ωB97M-V functional and the def2-TZVPD basis.

Each line ends with the natural charge from an NBO analysis.
Cartesian coordinates (Å):
C (-3.070, 0.732, 0.133)  -0.197
C (-2.631, -0.373, -0.579)  -0.199
C (-2.250, 1.322, 1.085)  -0.202
C (-1.380, -0.903, -0.328)  -0.210
C (-0.999, 0.796, 1.344)  -0.210
C (-0.574, -0.324, 0.641)  -0.281
C (3.308, -0.391, -1.218)  -0.866
O (1.276, -2.101, 0.065)  -0.871
O (3.688, 1.346, 0.748)  -0.837
S (0.988, -1.061, 1.078)  1.009
S (2.660, 0.986, -0.228)  0.990
H (-4.058, 1.127, -0.052)  0.218
H (-3.268, -0.822, -1.326)  0.219
H (-2.588, 2.194, 1.626)  0.220
H (-1.012, -1.773, -0.854)  0.240
H (-0.350, 1.243, 2.083)  0.223
H (3.236, -0.143, -2.272)  0.233
H (2.688, -1.277, -1.019)  0.274
H (4.336, -0.579, -0.927)  0.249

Calculated values
HOMO-LUMO gap (alpha / beta), eV: 7.638 / 7.189
Energy relative to the best compared isomer or geometry (same formula, charge and spin), kcal/mol: 11.33
E_HOMO (alpha / beta), eV: -8.32 / -8.45

A single C7H8O2Si molecule at a distorted geometry. Source: the Open Molecules 2025 dataset; level of theory: the ωB97M-V functional and the def2-TZVPD basis.

Each line ends with the natural charge from an NBO analysis.
Cartesian coordinates (Å):
C (0.965, 2.583, -1.416)  -0.056
C (1.264, 1.452, -2.180)  -0.265
C (0.344, 2.520, -0.160)  -0.347
C (0.882, 0.242, -1.751)  -0.168
C (-0.005, 1.277, 0.171)  0.247
C (0.215, 0.050, -0.427)  0.338
C (-0.666, -2.628, 2.212)  -1.143
O (-1.801, -0.011, 1.770)  -1.213
O (-0.220, -1.097, -0.119)  -0.616
Si (-1.466, -1.345, 1.080)  1.825
H (1.502, 3.569, -1.780)  0.224
H (1.809, 1.492, -3.062)  0.232
H (0.275, 3.421, 0.410)  0.251
H (0.996, -0.700, -2.445)  0.238
H (-0.081, -2.118, 2.949)  0.241
H (-1.448, -3.105, 2.913)  0.243
H (-0.219, -3.385, 1.574)  0.227
H (-2.346, -2.217, 0.260)  -0.258

Calculated values
Spin multiplicity: 3
HOMO-LUMO gap (alpha / beta), eV: 8.642 / 4.933
Energy relative to the best compared isomer or geometry (same formula, charge and spin), kcal/mol: 0.00
E_HOMO (alpha / beta), eV: -8.61 / -8.49

2 unconnected molecules or ions with the total composition C7H8O3PS at a distorted geometry. Source: the Open Molecules 2025 dataset; level of theory: the ωB97M-V functional and the def2-TZVPD basis.

Each line ends with the natural charge from an NBO analysis.
Cartesian coordinates (Å):
C (-1.657, 1.525, -0.160)  -0.220
C (-1.652, 0.900, 1.002)  -0.218
C (-1.319, 0.848, -1.347)  -0.202
C (-1.083, -0.418, 1.159)  -0.127
C (-0.867, -0.435, -1.230)  -0.161
C (-0.801, -1.067, -0.026)  -0.183
C (-0.278, -2.436, -0.020)  0.445
O (1.699, 0.140, 1.352)  -1.226
O (-0.705, -3.371, -0.693)  -0.553
O (1.579, 1.692, -0.459)  -1.057
P (2.104, 0.203, -0.086)  1.234
S (4.221, 0.476, -0.196)  -0.500
H (-1.977, 2.615, -0.198)  0.203
H (-2.067, 1.329, 1.977)  0.201
H (-1.543, 1.237, -2.275)  0.200
H (-1.034, -0.897, 2.138)  0.218
H (-0.582, -0.945, -2.148)  0.219
H (0.528, -2.486, 0.711)  0.132
H (4.250, -0.789, 0.041)  0.109
H (1.185, 1.877, 0.456)  0.486

Calculated values
Charge: -1
HOMO-LUMO gap, eV: 6.628
Energy relative to the best compared isomer or geometry (same formula, charge and spin), kcal/mol: 0.00
E_HOMO, eV: -3.14

A single C7H8OS molecule at a distorted geometry. Source: the Open Molecules 2025 dataset; level of theory: the ωB97M-V functional and the def2-TZVPD basis.

Each line ends with the natural charge from an NBO analysis.
Cartesian coordinates (Å):
C (1.121, -0.168, -0.443)  -0.235
C (0.232, -0.941, -1.167)  -0.167
C (0.738, 0.174, 0.914)  -0.133
C (-1.144, -1.385, -1.032)  -0.264
C (2.178, 2.233, 0.765)  0.386
C (1.297, 1.313, 1.467)  -0.329
C (-2.047, -0.823, -0.160)  -0.307
O (3.020, 1.892, -0.032)  -0.536
S (-3.731, -1.404, 0.093)  0.007
H (2.009, 0.148, -0.960)  0.261
H (0.413, -1.088, -2.190)  0.195
H (0.015, -0.324, 1.461)  0.220
H (-1.346, -2.284, -1.638)  0.217
H (1.976, 3.341, 0.899)  0.111
H (1.025, 1.771, 2.387)  0.207
H (-2.002, 0.202, 0.160)  0.228
H (-3.754, -2.658, -0.524)  0.139

Calculated values
HOMO-LUMO gap, eV: 7.653
Energy relative to the best compared isomer or geometry (same formula, charge and spin), kcal/mol: 41.94
E_HOMO, eV: -8.15
SMILES: O=C\C=C/C=C\C=C\S

A gas-phase ion, C7H9BrN3S (charge +1) at a distorted geometry. Source: the Open Molecules 2025 dataset; level of theory: the ωB97M-V functional and the def2-TZVPD basis.

Each line ends with the natural charge from an NBO analysis.
Cartesian coordinates (Å):
C (1.205, 0.045, 1.994)  -0.069
C (2.267, -0.493, 1.300)  0.053
C (1.147, -0.396, -0.796)  0.067
C (-0.151, 0.203, 0.096)  0.478
C (-1.342, 0.475, 1.924)  -0.234
C (-2.251, 0.680, 0.698)  -0.252
C (2.398, -1.014, -3.268)  -0.686
N (2.098, -0.775, -0.062)  -0.456
N (0.065, 0.326, 1.384)  -0.317
N (-1.358, 0.435, -0.434)  -0.543
S (0.857, -0.511, -2.429)  0.340
Br (3.836, -0.958, 2.142)  0.199
H (1.175, 0.038, 3.084)  0.250
H (-1.475, 1.261, 2.683)  0.252
H (-1.408, -0.493, 2.518)  0.237
H (-3.079, 0.015, 0.346)  0.246
H (-2.756, 1.685, 0.770)  0.234
H (2.581, -1.941, -2.870)  0.236
H (3.175, -0.328, -2.939)  0.249
H (2.061, -0.939, -4.353)  0.264
H (-1.671, 0.148, -1.341)  0.452

Calculated values
Charge: +1
HOMO-LUMO gap, eV: 8.610
Energy relative to the best compared isomer or geometry (same formula, charge and spin), kcal/mol: 14.97
E_HOMO, eV: -12.05
SMILES: CSC1=NC(Br)=CN2CC[NH+]=C12

A single C7H9BrO molecule at a distorted geometry. Source: the Open Molecules 2025 dataset; level of theory: the ωB97M-V functional and the def2-TZVPD basis.

Each line ends with the natural charge from an NBO analysis.
Cartesian coordinates (Å):
C (-1.299, -0.340, 0.639)  -0.144
C (-2.031, 0.542, 0.041)  -0.212
C (-0.020, -0.852, 0.150)  -0.526
C (-1.720, 1.030, -1.346)  -0.488
C (1.273, 1.343, -0.108)  0.198
C (1.184, -0.025, 0.422)  0.234
C (2.504, -0.681, 0.767)  -0.634
O (1.096, 1.219, 1.122)  -0.479
Br (-1.846, -0.382, -2.655)  -0.027
H (-1.513, -0.677, 1.675)  0.210
H (-2.937, 0.957, 0.514)  0.222
H (0.169, -1.747, 0.720)  0.223
H (-0.007, -1.003, -1.006)  0.266
H (-2.479, 1.715, -1.663)  0.226
H (-0.707, 1.449, -1.663)  0.261
H (2.641, -1.280, -0.103)  0.222
H (2.422, -1.298, 1.630)  0.213
H (3.269, 0.030, 0.865)  0.233

Calculated values
Spin multiplicity: 3
HOMO-LUMO gap (alpha / beta), eV: 7.315 / 8.221
Energy relative to the best compared isomer or geometry (same formula, charge and spin), kcal/mol: 52.38
E_HOMO (alpha / beta), eV: -6.56 / -9.85

A single C7H9BrO4 molecule at a distorted geometry. Source: the Open Molecules 2025 dataset; level of theory: the ωB97M-V functional and the def2-TZVPD basis.

Each line ends with the natural charge from an NBO analysis.
Cartesian coordinates (Å):
C (-1.418, -0.749, -3.138)  -0.145
C (-1.513, -0.890, -1.953)  -0.085
C (0.966, 1.939, 0.460)  -0.454
C (-0.325, 1.604, 1.248)  -0.093
C (1.819, 0.602, 0.619)  -0.219
C (0.641, -0.386, 0.898)  0.331
C (-1.196, -1.481, -0.710)  0.731
O (-0.265, 0.245, 1.633)  -0.517
O (-2.005, -1.198, 0.249)  -0.640
O (-0.893, -2.809, -0.761)  -0.686
O (0.333, -0.626, -0.426)  -0.666
Br (3.057, 0.750, 2.164)  -0.047
H (-1.302, -0.290, -4.099)  0.241
H (0.679, 2.160, -0.571)  0.224
H (1.565, 2.663, 0.938)  0.224
H (-0.185, 2.183, 2.155)  0.191
H (-1.192, 2.012, 0.608)  0.189
H (2.294, 0.348, -0.300)  0.236
H (0.971, -1.322, 1.333)  0.161
H (-1.759, -1.698, 1.130)  0.516
H (-0.271, -3.056, -1.477)  0.508

Calculated values
HOMO-LUMO gap, eV: 10.038
Energy relative to the best compared isomer or geometry (same formula, charge and spin), kcal/mol: 27.91
E_HOMO, eV: -9.52
SMILES: C#CC(O)(O)O[C@@H]1OCC[C@H]1Br

A molecular structure, C7H9CeNO2 at a distorted geometry. Source: the Open Molecules 2025 dataset; level of theory: the ωB97M-V functional and the def2-TZVPD basis.

Each line ends with the Mulliken charge.
Cartesian coordinates (Å):
Ce (-1.104, -0.841, -0.742)  1.203
C (-2.666, -1.540, -2.112)  -1.174
H (-3.309, -0.691, -2.323)  0.403
H (-2.186, -1.924, -3.007)  0.428
H (-3.210, -2.321, -1.585)  0.500
H (-1.230, -2.636, -0.055)  0.209
H (-0.542, -2.683, -0.684)  0.189
O (1.381, 1.731, -2.289)  -0.366
C (0.695, 0.980, -1.700)  0.410
O (-0.245, 0.202, -2.372)  -0.424
C (0.881, 0.890, -0.078)  0.385
C (1.815, 1.697, 0.557)  -0.413
C (1.976, 1.645, 1.941)  -0.163
C (1.208, 0.784, 2.715)  -0.640
C (0.278, -0.032, 2.113)  -0.024
N (0.141, 0.036, 0.760)  -0.306
H (2.426, 2.384, -0.038)  0.485
H (2.716, 2.294, 2.422)  0.452
H (1.333, 0.749, 3.802)  0.422
H (-0.356, -0.724, 2.674)  0.423

Calculated values
Charge: +2
HOMO-LUMO gap (alpha / beta), eV: 7.729 / 7.962
E_HOMO (alpha / beta), eV: -18.12 / -18.41

A single C7H9Cl molecule at a distorted geometry. Source: the Open Molecules 2025 dataset; level of theory: the ωB97M-V functional and the def2-TZVPD basis.

Each line ends with the natural charge from an NBO analysis.
Cartesian coordinates (Å):
C (-2.137, -2.436, 0.036)  -0.189
C (-1.646, -1.311, -0.013)  -0.014
C (0.735, 0.279, 1.535)  -0.259
C (-1.156, -0.025, -0.163)  -0.054
C (0.329, 0.350, 0.116)  -0.220
C (0.500, 1.711, -0.546)  -0.603
C (1.198, -0.575, -0.650)  -0.591
Cl (-2.370, 1.159, 0.164)  0.032
H (-2.580, -3.320, 0.127)  0.213
H (0.448, 1.193, 2.244)  0.207
H (0.826, -0.806, 1.774)  0.187
H (-0.054, 2.621, -0.056)  0.218
H (0.032, 1.641, -1.537)  0.218
H (1.561, 1.996, -0.553)  0.215
H (0.953, -1.580, -0.401)  0.212
H (2.138, -0.407, -0.348)  0.211
H (1.223, -0.489, -1.730)  0.219

Calculated values
HOMO-LUMO gap (alpha / beta), eV: 7.945 / 8.000
Energy relative to the best compared isomer or geometry (same formula, charge and spin), kcal/mol: 116.27
E_HOMO (alpha / beta), eV: -8.11 / -8.77

6 unconnected molecules or ions with the total composition C7H9Cl17 at a distorted geometry. Source: the Open Molecules 2025 dataset; level of theory: the ωB97M-V functional and the def2-TZVPD basis.

Each line ends with the natural charge from an NBO analysis.
Cartesian coordinates (Å):
Cl (1.924, -2.088, -1.547)  0.007
C (1.756, -1.605, 0.176)  -0.399
C (1.042, -0.259, 0.256)  -0.476
Cl (-0.649, -0.175, -0.193)  0.503
H (2.779, -1.526, 0.546)  0.270
H (1.108, -2.305, 0.702)  0.243
H (1.571, 0.498, -0.324)  0.312
H (1.114, 0.185, 1.249)  0.330
C (2.791, 1.689, -3.310)  -0.278
Cl (3.148, 2.660, -4.739)  0.056
Cl (1.067, 1.589, -2.978)  0.009
Cl (3.628, 2.420, -1.880)  -0.003
H (3.193, 0.702, -3.540)  0.239
C (-2.574, -2.989, 2.962)  -0.284
Cl (-1.854, -2.571, 4.509)  0.048
Cl (-1.350, -3.389, 1.721)  -0.023
Cl (-3.501, -1.649, 2.312)  0.031
H (-3.188, -3.861, 3.189)  0.251
C (3.160, 3.043, 2.626)  -0.258
Cl (4.111, 1.600, 2.059)  -0.016
Cl (2.857, 3.077, 4.393)  0.039
Cl (1.605, 2.955, 1.808)  0.007
H (3.693, 3.959, 2.372)  0.247
C (-2.364, -2.784, -2.321)  -0.293
Cl (-1.546, -4.164, -3.044)  0.044
Cl (-3.995, -3.384, -2.018)  0.050
Cl (-2.358, -1.324, -3.334)  0.037
H (-1.820, -2.484, -1.425)  0.212
C (-3.085, 2.359, -0.106)  -0.256
Cl (-1.752, 3.362, -0.767)  0.037
Cl (-4.687, 2.986, -0.526)  0.081
Cl (-2.701, 2.112, 1.714)  0.022
H (-3.124, 1.360, -0.540)  0.214

Calculated values
Charge: +1
Spin multiplicity: 2
HOMO-LUMO gap (alpha / beta), eV: 10.508 / 3.220
Energy relative to the best compared isomer or geometry (same formula, charge and spin), kcal/mol: 0.00
E_HOMO (alpha / beta), eV: -13.55 / -13.53

A molecular structure, C7H9ClF2NO8 at a distorted geometry. Source: the Open Molecules 2025 dataset; level of theory: the ωB97M-V functional and the def2-TZVPD basis.

Each line ends with the natural charge from an NBO analysis.
Cartesian coordinates (Å):
Cl (4.876, 22.335, 9.192)  -0.809
C (3.268, 22.963, 7.165)  -0.506
N (4.183, 22.371, 6.163)  0.527
O (5.375, 22.697, 6.330)  -0.383
O (3.803, 21.546, 5.360)  -0.407
H (2.241, 22.996, 6.804)  0.198
H (3.571, 23.977, 7.427)  0.214
H (3.343, 22.218, 7.958)  0.292
C (4.069, 21.285, 11.741)  -0.172
C (3.313, 22.542, 12.007)  0.411
O (4.421, 23.407, 12.396)  -0.518
C (5.459, 22.713, 12.723)  0.985
O (6.494, 23.206, 13.115)  -0.616
O (5.220, 21.494, 12.544)  -0.470
F (2.457, 22.481, 13.016)  -0.340
H (4.286, 21.094, 10.690)  0.276
H (3.494, 20.457, 12.157)  0.182
H (2.854, 22.887, 11.081)  0.245
C (5.380, 24.497, 10.926)  -0.194
C (4.147, 24.725, 9.932)  0.396
O (3.959, 26.105, 9.806)  -0.517
C (5.081, 26.683, 10.366)  0.974
O (5.199, 27.852, 10.535)  -0.606
O (5.974, 25.763, 10.743)  -0.494
F (3.069, 24.235, 10.656)  -0.388
H (5.987, 23.646, 10.617)  0.240
H (4.949, 24.417, 11.924)  0.272
H (4.096, 24.204, 8.976)  0.207

Calculated values
Charge: -1
HOMO-LUMO gap, eV: 8.672
E_HOMO, eV: -5.52